1.
ORCA calculation (the ωB97M-V functional and the def2-TZVPD basis) on a cluster of 3 separate species, C32H60N6O2P in total.

```
! wB97M-V def2-TZVPD RIJCOSX def2/J DEFGRID3
* xyz 1 1
C 0.8701 5.6005 3.7007
C 1.2550 4.1760 3.4831
C 0.8525 3.2496 2.1854
P 0.8154 4.0878 0.4319
C -0.1565 5.7313 0.4626
C 2.5719 4.2721 -0.2935
C 1.9012 1.9622 2.3846
C 3.4971 2.3432 2.3559
C 1.2530 1.0295 1.1999
C 1.3917 -0.5391 1.7354
C 2.9345 -0.9977 2.0499
C 3.0113 -2.6113 2.4816
C 3.4327 -3.4303 1.1251
C 2.0889 -3.9124 0.3008
C 2.1336 -3.5006 -1.2858
C 2.0779 -1.8851 -1.5811
C 2.0475 -1.6323 -3.2333
C 0.6783 -0.8458 -3.7198
C -0.3986 -2.0076 -4.2226
C -1.6699 -1.3355 -5.0113
C -0.3415 1.3330 1.6013
C -1.5877 0.2500 1.3338
C -2.5996 1.0454 0.2656
C -2.0264 1.4983 -1.2062
C -3.0018 2.3335 -2.2688
C -4.5310 2.6727 -1.7732
C -5.0963 2.2010 -0.2739
C -6.6161 2.5971 0.1963
C -4.1397 1.3632 0.7961
N -0.5318 2.5674 2.1759
C -1.7640 3.2795 2.6886
N -2.6134 2.3865 3.5721
C -1.7831 1.8438 4.7218
H -0.1416 6.0046 3.2701
H 1.5209 6.3525 4.3530
H 1.9463 3.6904 4.3261
H -0.3210 6.1555 -0.6400
H -1.2564 5.5207 0.8713
H 0.2917 6.5675 1.1481
H 3.2317 5.1084 0.1951
H 3.0706 3.2054 -0.2633
H 2.4307 4.5213 -1.4523
H 1.5332 1.4433 3.3945
H 3.6404 3.5087 2.1674
H 4.0656 2.0870 3.3560
H 4.0574 1.7362 1.4971
H 1.5651 1.2723 0.0939
H 0.9094 -1.3223 0.9976
H 0.7923 -0.6586 2.7598
H 3.6914 -0.7431 1.1681
H 3.3171 -0.4025 3.0022
H 1.9432 -2.9000 2.9011
H 3.8118 -2.7528 3.3465
H 4.1485 -4.3375 1.4205
H 4.0687 -2.7522 0.3954
H 2.0750 -5.0994 0.3407
H 1.0826 -3.5777 0.8486
H 1.1829 -3.9830 -1.8221
H 3.1366 -3.9273 -1.7269
H 3.0035 -1.3389 -1.1087
H 1.0700 -1.4154 -1.1814
H 3.0346 -1.0292 -3.4868
H 2.0378 -2.7198 -3.7029
H 0.1503 -0.2891 -2.8191
H 0.9122 -0.0382 -4.5341
H -0.7324 -2.6133 -3.2663
H 0.2056 -2.6761 -4.9966
H -1.3011 -1.0056 -6.0853
H -2.2014 -0.4653 -4.4123
H -2.4754 -2.2051 -5.1447
H -2.1484 -0.0095 2.3394
H -1.2224 -0.7135 0.7596
H -0.9142 1.3060 -1.5909
H -2.6118 2.7081 -3.3301
H -5.3094 3.2878 -2.4211
H -7.0341 1.8302 0.9744
H -6.5247 3.6344 0.7797
H -7.2942 2.7756 -0.7404
H -4.4805 1.0029 1.8560
H -1.5414 4.2541 3.3006
H -2.4231 3.5973 1.7490
H -3.4530 2.9222 3.9237
H -1.0854 1.0027 4.2794
H -2.4119 1.3871 5.5982
H -1.0742 2.6559 5.2038
C 3.8015 -6.8627 -2.5826
O 3.2533 -5.9179 -3.1279
N 4.5575 -6.7264 -1.4782
N 3.6987 -8.1246 -3.0371
H 5.0169 -7.4923 -1.0150
H 4.6608 -5.7925 -1.1033
H 3.1384 -8.2711 -3.8666
H 4.1426 -8.9155 -2.6017
C -4.7203 -2.6700 -2.0126
O -5.1830 -3.7837 -2.2021
N -4.4422 -2.1973 -0.7841
N -4.4470 -1.8155 -3.0150
H -4.0611 -1.2831 -0.6080
H -4.6332 -2.8089 -0.0013
H -4.6416 -2.1322 -3.9559
H -4.0658 -0.8945 -2.8787
*
```

HOMO   -10.79 eV
Molar mass   591.8 g/mol

=====

2.
ORCA calculation (the ωB97M-V functional and the def2-TZVPD basis) on a structure of composition C32H60NO12.

```
! wB97M-V def2-TZVPD RIJCOSX def2/J DEFGRID3
* xyz 1 1
C -1.5093 -0.6784 -1.3853
N -0.3367 0.1734 -1.4435
C -0.1654 0.6866 -2.8568
C -0.6779 1.3693 -0.5338
C 0.7641 -0.4923 -0.8206
C 2.1086 0.1518 -1.0239
O 3.1489 -0.6631 -0.4641
H -2.4880 -0.2014 -1.6545
H -1.5628 -1.1586 -0.4186
H -1.0574 -1.4339 -2.0604
H 0.0476 -0.1548 -3.5158
H 0.5361 1.3986 -2.8896
H -1.1818 1.1027 -3.2691
H -1.4824 1.9671 -1.1224
H -0.0202 2.0595 -0.1503
H -0.9330 1.1639 0.6525
H 0.8141 -1.4687 -1.2884
H 0.5517 -0.7948 0.2217
H 2.1608 1.2215 -0.9098
H 2.1364 0.2430 -2.0739
H 3.0517 -0.6528 0.4860
C 7.4601 0.3790 -3.5609
C 6.2631 0.3474 -2.5466
C 5.9677 1.6168 -1.7163
O 5.1151 1.6859 -0.8808
C 6.8820 2.7539 -1.9488
C 7.9848 2.7507 -2.9285
C 8.2367 1.6267 -3.8024
O 8.9368 1.7171 -4.8361
O 8.9823 3.7343 -3.0569
O 5.4634 -0.6579 -2.3389
H 7.5415 -0.4390 -4.3297
H 6.6262 3.5262 -1.3505
H 8.6910 4.5286 -2.4693
H 4.8879 -0.3556 -1.8781
C -4.5531 3.9667 -1.0966
C -4.2862 2.9855 -2.1786
O -3.7412 1.8875 -1.7912
C -4.5506 3.1880 -3.7623
H -3.9421 4.8397 -1.4794
H -4.6269 3.5826 0.1363
H -5.5200 4.3626 -1.2091
H -4.8823 2.3596 -4.2612
H -3.7659 3.6578 -4.3922
H -5.5245 4.1044 -3.6896
C -4.5516 1.8838 2.6214
C -3.7366 0.4929 2.5987
O -2.8142 0.5329 1.7974
C -4.2263 -0.5865 3.4432
H -4.7107 2.0255 3.6764
H -5.4768 1.6596 2.1080
H -4.0291 2.6060 2.0302
H -5.2095 -0.5741 3.9292
H -3.7890 -0.9220 4.4250
H -4.3966 -1.5969 2.9044
C -5.1963 -1.6569 -1.4372
C -4.6156 -2.9411 -1.8734
O -4.6626 -3.3208 -3.0546
C -4.1524 -3.9142 -0.8652
H -5.6492 -1.3022 -2.4055
H -4.7563 -0.9542 -0.9109
H -6.1088 -1.8621 -0.9114
H -4.2655 -3.5226 0.1622
H -3.1296 -4.4400 -1.0931
H -4.8918 -4.6629 -0.9375
C -1.0726 6.2085 1.4460
C -1.8230 5.0508 1.8554
O -3.0769 5.0436 2.1405
C -1.0797 3.7971 2.1345
H -0.4935 5.8405 0.6610
H -0.6688 6.8065 2.1874
H -1.6712 6.7893 0.8762
H -1.6719 2.9120 2.1343
H -0.8526 3.8011 3.1802
H -0.3497 3.5833 1.4728
C -0.9532 -2.2834 2.7971
C -0.8105 -3.3518 1.7747
O -0.5127 -3.1073 0.6254
C -1.0425 -4.8922 2.3818
H -0.0227 -1.9141 3.1187
H -1.5190 -2.6041 3.6535
H -1.2488 -1.4194 2.1384
H -0.5072 -5.6115 1.7620
H -1.9648 -5.0842 2.0839
H -0.8583 -5.0197 3.5217
C 2.3456 -5.9471 -2.2446
C 2.8840 -5.7978 -0.8537
O 3.4748 -6.6975 -0.2548
C 2.7476 -4.4217 -0.1415
H 1.5072 -5.3741 -2.3270
H 2.3256 -6.9207 -2.5950
H 3.0893 -5.5570 -3.0415
H 1.7593 -3.8814 -0.6704
H 3.6197 -3.7344 0.0196
H 2.4654 -4.4671 0.9864
C 3.1909 -1.3409 4.2264
C 2.7600 -0.0722 3.3909
O 2.4843 -0.1783 2.1939
C 2.5847 1.1550 4.2105
H 3.1979 -2.2241 3.8281
H 2.7520 -1.3794 5.2299
H 4.2536 -1.1518 4.4279
H 2.1387 1.0235 5.2516
H 1.9708 1.8822 3.7287
H 3.4658 1.6083 4.3700
*
```

HOMO   -10.48 eV
Molar mass   650.8 g/mol